Entry 1:
{
  "formula": "C13H18CrF3O11S",
  "method": "ωB97M-V/def2-TZVPD",
  "symbols": ["Cr", "C", "C", "O", "O", "H", "H", "H", "C", "C", "O", "O", "H", "H", "H", "C", "F", "F", "F", "S", "O", "O", "O", "O", "C", "O", "C", "C", "C", "H", "H", "H", "H", "H", "H", "O", "C", "O", "C", "C", "C", "H", "H", "H", "H", "H", "H"],
  "positions_angstrom": [[0.539, -0.367, -0.223], [-0.221, 1.114, -3.890], [0.198, 0.742, -2.516], [0.900, -0.300, -2.292], [-0.184, 1.185, -1.418], [-0.473, 2.165, -4.032], [-1.121, 0.557, -4.154], [0.514, 0.900, -4.664], [1.520, -4.030, 1.226], [1.277, -2.627, 0.709], [0.984, -2.426, -0.478], [1.335, -1.539, 1.353], [0.553, -4.507, 1.388], [2.180, -4.061, 2.090], [1.975, -4.664, 0.465], [4.741, 0.679, -0.691], [5.804, 1.410, -0.965], [4.236, 0.030, -1.738], [5.006, -0.232, 0.262], [3.344, 1.725, -0.019], [3.768, 2.180, 1.309], [3.244, 2.847, -0.954], [2.157, 0.828, -0.017], [-1.532, -0.983, -0.391], [-2.564, -1.248, -0.977], [-2.955, -0.475, -2.016], [-3.797, -1.202, -2.935], [-4.370, -2.287, -2.036], [-3.331, -2.573, -0.949], [-3.199, -1.579, -3.768], [-4.440, -0.418, -3.329], [-4.847, -3.130, -2.539], [-5.302, -1.847, -1.663], [-2.833, -3.499, -1.226], [-3.750, -2.620, 0.055], [-0.185, 0.796, 1.425], [0.060, 1.555, 2.326], [0.684, 2.703, 2.058], [0.617, 3.631, 3.068], [0.046, 2.932, 4.311], [-0.476, 1.596, 3.757], [-0.039, 4.474, 2.845], [1.592, 4.027, 3.351], [-0.714, 3.570, 4.757], [0.815, 2.738, 5.058], [-1.564, 1.517, 3.740], [-0.192, 0.712, 4.327]],
  "forces_ev_per_a": [[0.9, 2.9, -1.8], [-0.2, 0.9, -0.8], [0.9, -2.4, 1.6], [0.7, -1.5, -1.1], [-1.8, 2.3, 1.1], [0.0, 0.1, 0.5], [0.0, -0.2, 0.2], [0.3, -0.3, 0.4], [0.2, 0.2, -0.2], [0.4, 0.8, -0.1], [-0.8, -1.8, -2.4], [0.0, -0.2, 2.0], [0.0, 0.2, 0.5], [-0.4, 0.1, 0.2], [0.1, 0.4, -0.3], [-2.2, 0.0, 1.4], [-0.1, -0.5, -0.3], [0.9, 0.1, -0.6], [0.7, 0.0, -0.4], [0.3, 3.3, 0.5], [-0.5, -1.4, -1.1], [-0.2, -1.7, 0.3], [0.5, -0.4, 0.1], [-0.9, -0.3, 0.7], [2.4, -0.7, -2.1], [0.5, -0.3, 0.8], [0.6, 0.2, 0.3], [-2.5, 0.3, -0.2], [-1.3, 1.3, -0.3], [0.3, 0.0, 0.2], [-0.6, -0.5, 0.0], [0.9, -0.3, -0.3], [0.3, 0.2, 0.8], [0.9, 0.4, 0.4], [-0.1, -0.5, -0.1], [-0.1, -1.3, 0.3], [-0.7, 1.7, 0.1], [0.2, -1.1, -1.3], [0.1, 1.3, 2.5], [-0.1, -0.6, 0.1], [-0.1, -0.3, 0.0], [0.1, -0.1, -0.7], [0.2, -0.1, -0.7], [-0.1, -0.3, 0.1], [0.0, 0.1, -0.1], [0.0, 0.2, -0.4], [0.4, 0.1, -0.1]],
  "nbo_charge": [1.50, -0.72, 0.81, -0.64, -0.61, 0.24, 0.24, 0.25, -0.72, 0.80, -0.71, -0.69, 0.24, 0.24, 0.24, 0.73, -0.29, -0.31, -0.32, 2.32, -0.95, -0.96, -0.97, -0.59, 0.87, -0.47, -0.07, -0.45, -0.53, 0.19, 0.21, 0.24, 0.22, 0.26, 0.25, -0.60, 0.89, -0.43, -0.07, -0.43, -0.53, 0.18, 0.21, 0.22, 0.22, 0.24, 0.25],
  "e_tot_ev": -83706.076,
  "spin_multiplicity": 4,
  "gap_ev": [8.3, 9.2],
  "s_squared": 3.7888,
  "homo_energy_ev": [-8.96, -9.04],
  "fmax_ev_per_a": 3.52
}

***

Entry 2:
{
  "formula": "C13H18IrNS",
  "method": "ωB97M-V/def2-TZVPD",
  "symbols": ["Ir", "C", "C", "C", "C", "C", "C", "C", "C", "C", "C", "C", "C", "H", "H", "H", "H", "H", "H", "H", "H", "H", "H", "H", "H", "H", "H", "H", "H", "H", "H", "S", "C", "N"],
  "positions_angstrom": [[0.046, -0.417, -0.114], [0.190, -1.768, -3.027], [-0.087, -2.020, -1.570], [-1.429, -2.002, -1.087], [-2.573, -1.948, -2.049], [-1.643, -1.952, 0.318], [-3.020, -1.741, 0.851], [-0.537, -2.139, 1.218], [-0.765, -2.054, 2.694], [0.755, -2.467, 0.708], [1.878, -2.883, 1.609], [0.998, -2.317, -0.684], [2.382, -2.500, -1.239], [0.355, -2.710, -3.556], [1.083, -1.162, -3.156], [-0.630, -1.245, -3.508], [-2.927, -0.926, -2.211], [-3.412, -2.520, -1.654], [-2.294, -2.366, -3.010], [-3.440, -2.722, 1.101], [-3.676, -1.269, 0.126], [-3.029, -1.149, 1.761], [-1.316, -2.942, 3.020], [-1.369, -1.188, 2.955], [0.162, -1.999, 3.253], [2.494, -2.032, 1.913], [2.522, -3.591, 1.095], [1.502, -3.358, 2.511], [2.487, -3.533, -1.583], [3.152, -2.310, -0.498], [2.573, -1.856, -2.089], [0.167, 4.043, 0.912], [0.064, 2.548, 0.661], [-0.015, 1.334, 0.449]],
  "forces_ev_per_a": [[-1.7, -0.6, 1.6], [-0.1, -0.1, 0.0], [0.3, -0.3, -0.5], [0.5, 0.1, -0.3], [-0.1, 0.2, 0.1], [0.2, 0.4, 0.0], [0.0, 0.1, 0.0], [0.1, 0.4, 0.0], [-0.1, 0.1, 0.0], [0.3, 0.0, -0.4], [0.0, 0.1, 0.1], [0.2, -0.3, -0.4], [0.0, 0.0, 0.1], [0.0, 0.0, 0.0], [0.0, 0.0, 0.0], [0.0, 0.0, 0.0], [0.0, 0.0, 0.0], [0.0, 0.0, 0.0], [0.0, 0.0, 0.0], [0.0, 0.0, 0.0], [0.0, 0.0, 0.0], [0.0, 0.0, 0.0], [0.0, 0.0, 0.0], [0.0, 0.0, 0.0], [0.0, 0.0, 0.0], [0.0, 0.0, 0.0], [0.0, 0.0, 0.0], [0.0, 0.0, 0.0], [0.0, 0.0, 0.0], [0.0, 0.0, 0.0], [0.0, 0.0, 0.0], [0.0, 0.1, 0.0], [-0.2, -0.1, 0.2], [0.6, -0.1, -0.6]],
  "nbo_charge": [0.94, -0.65, -0.02, 0.13, -0.68, 0.10, -0.67, 0.06, -0.66, 0.11, -0.67, 0.00, -0.65, 0.27, 0.25, 0.25, 0.28, 0.27, 0.26, 0.28, 0.26, 0.26, 0.28, 0.26, 0.26, 0.27, 0.27, 0.26, 0.27, 0.25, 0.26, 0.50, 0.15, -0.74],
  "relative_energy_kj_mol": 23.3,
  "e_tot_ev": -28919.623,
  "total_charge": 2,
  "gap_ev": 6.8,
  "homo_energy_ev": -16.54,
  "fmax_ev_per_a": 2.44
}

***

Entry 3:
{
  "formula": "C13H18N2O2",
  "method": "ωB97M-V/def2-TZVPD",
  "symbols": ["O", "C", "C", "N", "C", "C", "O", "C", "C", "N", "C", "C", "C", "C", "C", "C", "C", "H", "H", "H", "H", "H", "H", "H", "H", "H", "H", "H", "H", "H", "H", "H", "H", "H", "H"],
  "positions_angstrom": [[0.512, 1.783, 0.376], [-0.068, 0.737, 0.589], [-0.762, 0.423, 1.920], [0.079, -0.050, 2.999], [0.773, -1.307, 2.786], [2.144, -1.137, 2.115], [2.952, -0.244, 2.846], [2.332, 1.026, 2.943], [0.963, 0.918, 3.626], [-0.127, -0.264, -0.318], [0.427, -0.145, -1.654], [-0.664, -0.100, -2.692], [-0.784, -1.091, -3.655], [-1.806, -1.041, -4.588], [-2.722, -0.003, -4.559], [-2.610, 0.988, -3.596], [-1.587, 0.940, -2.669], [-1.542, -0.330, 1.760], [-1.237, 1.346, 2.264], [0.142, -1.979, 2.200], [0.932, -1.752, 3.775], [2.681, -2.088, 2.096], [2.024, -0.771, 1.084], [3.007, 1.645, 3.536], [2.221, 1.467, 1.944], [0.479, 1.894, 3.638], [1.114, 0.582, 4.659], [-0.684, -1.082, -0.127], [1.104, -0.985, -1.843], [0.999, 0.788, -1.661], [-0.071, -1.903, -3.681], [-1.888, -1.814, -5.337], [-3.520, 0.035, -5.285], [-3.321, 1.800, -3.572], [-1.491, 1.713, -1.920]],
  "forces_ev_per_a": [[0.1, 0.4, 0.0], [-0.3, -0.3, 0.3], [0.0, 0.1, 0.1], [0.0, 0.0, -0.1], [0.3, 0.0, 0.0], [-0.2, -0.2, -0.1], [0.1, -0.1, 0.2], [-0.2, 0.3, 0.1], [0.3, 0.0, 0.0], [0.0, -0.3, -0.2], [0.1, 0.1, 0.0], [0.1, -0.1, 0.0], [0.1, 0.1, 0.1], [-0.1, 0.0, -0.1], [0.0, -0.1, -0.1], [0.0, 0.1, 0.1], [0.0, 0.0, 0.0], [0.0, 0.1, 0.0], [0.0, -0.1, -0.1], [0.0, -0.1, 0.0], [0.0, -0.1, -0.1], [-0.1, 0.0, -0.1], [0.0, -0.1, 0.1], [-0.1, 0.0, 0.0], [0.0, 0.0, 0.1], [0.0, 0.0, 0.0], [0.1, 0.1, 0.0], [0.0, 0.1, 0.1], [0.0, 0.1, 0.0], [0.0, -0.2, 0.0], [0.1, -0.1, 0.0], [0.0, -0.1, -0.1], [-0.1, 0.0, -0.1], [-0.1, 0.1, 0.0], [0.0, 0.1, 0.1]],
  "nbo_charge": [-0.64, 0.66, -0.30, -0.43, -0.25, -0.09, -0.53, -0.10, -0.25, -0.61, -0.27, 0.05, -0.24, -0.20, -0.22, -0.19, -0.24, 0.19, 0.22, 0.19, 0.20, 0.19, 0.16, 0.19, 0.19, 0.21, 0.19, 0.40, 0.20, 0.25, 0.21, 0.21, 0.21, 0.21, 0.22],
  "relative_energy_kj_mol": 0.0,
  "e_tot_ev": -20848.093,
  "smiles": "O=C(CN1CCOCC1)NCc1ccccc1",
  "gap_ev": 8.8,
  "homo_energy_ev": -8.13,
  "fmax_ev_per_a": 0.50
}

***

Entry 4:
{
  "formula": "C13H18N2O2S",
  "method": "ωB97M-V/def2-TZVPD",
  "symbols": ["O", "C", "N", "C", "H", "C", "C", "H", "H", "C", "H", "C", "H", "H", "C", "H", "H", "H", "H", "H", "H", "C", "H", "H", "S", "C", "C", "C", "C", "C", "N", "O", "H", "H", "H", "H"],
  "positions_angstrom": [[0.842, -0.936, -1.606], [0.337, -1.301, -0.705], [-1.001, -1.077, -0.617], [-1.870, -1.512, 0.569], [-2.884, -2.014, 0.129], [-2.132, -0.339, 1.557], [-3.386, 0.493, 1.352], [-4.189, 0.243, 1.587], [-3.162, 1.643, 1.493], [-3.616, 0.690, -0.310], [-4.315, 0.076, -0.586], [-2.565, 0.948, -1.352], [-2.766, 1.165, -2.278], [-1.657, 1.556, -0.769], [-1.890, -0.520, -1.787], [-1.236, -0.400, -2.349], [-2.650, -1.324, -1.951], [-4.326, 1.564, -0.336], [-2.045, -0.471, 2.480], [-1.197, 0.393, 1.536], [-1.487, -2.296, 1.048], [0.783, -1.828, 0.643], [0.580, -2.845, 0.667], [0.658, -1.329, 1.588], [2.697, -1.862, -0.050], [3.211, -0.329, 0.117], [2.400, 0.618, 0.284], [3.065, 2.189, 0.137], [4.309, 2.023, 0.011], [5.122, 0.841, -0.165], [4.476, -0.190, -0.166], [5.020, -1.444, -0.332], [6.177, 0.873, -0.418], [4.888, 2.869, -0.226], [2.436, 2.876, 0.286], [1.373, 0.955, 0.521]],
  "forces_ev_per_a": [[7.8, 3.6, -11.2], [-9.7, -1.7, 10.6], [-5.9, -0.5, 1.2], [-2.7, 2.7, -3.3], [2.1, 1.6, 0.9], [1.1, 3.1, -6.9], [14.0, 7.5, -8.8], [-12.4, -4.3, 4.6], [-0.5, -2.4, 1.0], [0.5, 5.0, 2.6], [-3.3, -4.7, -1.9], [5.5, -4.3, 6.7], [-2.0, 2.8, -4.6], [-2.2, -1.2, -2.2], [-8.4, -1.6, 12.9], [9.8, 2.0, -10.6], [0.6, 1.0, -0.4], [0.8, 0.0, 0.2], [0.4, -2.7, 8.0], [-1.7, -1.2, -0.9], [2.0, -3.0, 2.0], [5.2, 1.0, -2.8], [-0.3, -2.0, 0.4], [-0.2, 0.5, -0.1], [-1.3, -6.0, 2.3], [-2.4, -1.7, 0.2], [-2.6, 12.0, 1.0], [-1.4, -11.6, 0.7], [6.4, 1.6, -1.7], [1.0, 5.9, -0.1], [3.1, -8.5, -0.5], [0.0, 2.4, -0.3], [-0.3, -0.2, 0.2], [1.0, 1.4, 0.2], [-4.3, 5.8, 0.7], [0.3, -2.2, -0.3]],
  "nbo_charge": [-0.57, 0.67, -0.46, -0.21, 0.19, -0.41, -0.30, 0.15, 0.20, -0.41, 0.18, -0.38, 0.21, 0.19, -0.13, 0.16, 0.18, 0.19, 0.20, 0.19, 0.19, -0.59, 0.23, 0.25, 0.39, -0.12, -0.22, -0.12, -0.26, 0.08, 0.04, -0.59, 0.24, 0.20, 0.19, 0.24],
  "relative_energy_kj_mol": 1523.8,
  "e_tot_ev": -31668.642,
  "gap_ev": 8.2,
  "homo_energy_ev": -7.75,
  "fmax_ev_per_a": 18.13
}

***

Entry 5:
{
  "formula": "C13H18N2O4",
  "method": "ωB97M-V/def2-TZVPD",
  "symbols": ["C", "C", "C", "N", "C", "C", "C", "C", "O", "C", "O", "C", "O", "C", "N", "C", "C", "C", "O", "H", "H", "H", "H", "H", "H", "H", "H", "H", "H", "H", "H", "H", "H", "H", "H", "H", "H"],
  "positions_angstrom": [[0.623, -2.422, 0.931], [1.555, -2.710, -0.252], [1.045, -2.197, -1.601], [1.382, -0.789, -1.887], [0.882, 0.226, -1.079], [1.643, 1.172, -0.474], [3.150, 1.210, -0.525], [3.775, 0.677, 0.746], [4.287, 1.368, 1.581], [1.009, 2.265, 0.292], [1.680, 3.104, 0.861], [-0.490, 2.326, 0.386], [-0.977, 3.411, 1.035], [-1.256, 1.394, -0.206], [-2.667, 1.406, -0.093], [-3.222, 0.370, 0.782], [-4.756, 0.370, 0.715], [-0.622, 0.311, -0.997], [-1.330, -0.475, -1.600], [0.237, -1.402, 0.920], [-0.221, -3.113, 0.925], [1.156, -2.569, 1.873], [2.561, -2.329, -0.051], [1.655, -3.797, -0.342], [-0.028, -2.345, -1.670], [1.495, -2.788, -2.402], [2.386, -0.718, -1.965], [3.531, 0.631, -1.368], [3.492, 2.240, -0.638], [3.745, -0.419, 0.895], [-1.454, 3.153, 1.832], [-3.091, 1.353, -1.011], [-2.896, 0.582, 1.804], [-2.849, -0.625, 0.517], [-5.204, 0.393, 1.707], [-5.124, -0.512, 0.191], [-5.101, 1.251, 0.169]],
  "forces_ev_per_a": [[0.2, -0.1, 0.0], [-0.2, -0.2, 0.0], [0.1, -0.2, -0.1], [-0.1, 0.1, 0.5], [0.2, -0.1, 0.0], [-0.2, -0.2, -0.2], [0.0, 0.3, -0.1], [0.1, 0.0, 0.2], [0.1, 0.0, 0.0], [0.3, 0.3, 0.1], [-0.2, -0.3, -0.2], [-0.2, -0.1, -0.2], [0.3, -0.2, 0.2], [0.0, 0.1, 0.3], [0.1, 0.3, 0.0], [-0.2, -0.1, 0.1], [0.2, 0.0, -0.2], [-0.2, -0.2, -0.2], [0.3, 0.3, 0.1], [0.0, 0.0, 0.0], [-0.1, 0.1, -0.1], [-0.1, 0.0, 0.0], [0.0, 0.1, -0.1], [0.1, 0.0, 0.0], [-0.1, 0.1, -0.1], [0.0, 0.1, 0.0], [0.0, 0.1, -0.1], [0.0, 0.0, 0.0], [-0.1, -0.1, 0.0], [-0.2, -0.1, -0.1], [-0.2, 0.0, -0.2], [0.0, -0.2, 0.0], [0.1, 0.0, -0.1], [0.1, 0.0, 0.0], [0.0, 0.0, 0.0], [0.0, 0.0, 0.0], [0.0, 0.0, 0.1]],
  "nbo_charge": [-0.61, -0.42, -0.22, -0.60, 0.23, -0.18, -0.54, 0.45, -0.49, 0.46, -0.49, 0.34, -0.67, -0.01, -0.64, -0.21, -0.62, 0.47, -0.53, 0.20, 0.21, 0.22, 0.19, 0.21, 0.23, 0.20, 0.37, 0.21, 0.26, 0.10, 0.50, 0.38, 0.18, 0.18, 0.22, 0.21, 0.22],
  "relative_energy_kj_mol": 313.5,
  "e_tot_ev": -24941.602,
  "smiles": "CCCNC1=C(CC=O)C(=O)C(O)=C(NCC)C1=O",
  "gap_ev": 7.7,
  "homo_energy_ev": -8.90,
  "fmax_ev_per_a": 0.55
}

***

Entry 6:
{
  "formula": "C13H18N2O5",
  "method": "ωB97M-V/def2-TZVPD",
  "symbols": ["C", "C", "O", "C", "N", "C", "O", "C", "N", "C", "C", "C", "C", "C", "O", "C", "C", "C", "O", "O", "H", "H", "H", "H", "H", "H", "H", "H", "H", "H", "H", "H", "H", "H", "H", "H", "H", "H"],
  "positions_angstrom": [[-5.100, 1.473, 0.669], [-4.112, 1.061, -0.424], [-3.115, 2.067, -0.633], [-3.296, -0.181, 0.070], [-1.922, -0.108, -0.257], [-0.925, -0.866, 0.195], [-1.033, -1.902, 0.826], [0.449, -0.242, -0.136], [0.395, 1.182, -0.434], [1.491, -0.711, 0.891], [2.957, -0.565, 0.444], [3.417, -1.078, -0.743], [4.716, -0.787, -1.173], [5.601, -0.035, -0.362], [6.834, 0.234, -0.833], [5.170, 0.375, 0.911], [3.838, 0.138, 1.320], [-4.071, -1.446, -0.334], [-5.187, -1.456, -0.823], [-3.435, -2.587, -0.173], [-5.667, 2.318, 0.346], [-5.798, 0.632, 0.776], [-4.664, 1.808, 1.641], [-4.613, 0.881, -1.390], [-3.496, 2.619, -1.339], [-3.355, -0.185, 1.192], [-1.712, 0.757, -0.684], [0.797, -0.717, -1.009], [0.117, 1.734, 0.351], [1.246, 1.573, -0.784], [1.278, -1.785, 1.134], [1.436, -0.174, 1.868], [2.802, -1.670, -1.365], [4.991, -1.172, -2.159], [7.053, -0.130, -1.714], [5.927, 0.922, 1.516], [3.536, 0.510, 2.309], [-2.551, -2.487, 0.313]],
  "forces_ev_per_a": [[0.0, -0.4, 0.0], [1.1, 0.0, 0.9], [-0.8, 0.9, -0.8], [-2.2, -0.4, 1.5], [-0.4, -0.9, -0.4], [0.9, 1.7, -0.4], [-0.5, -0.8, 0.2], [0.7, 0.1, 1.2], [-0.8, -0.5, -0.1], [0.7, -0.7, 1.2], [-0.8, 0.9, 2.0], [1.6, 1.0, 0.1], [-0.2, 0.0, 0.5], [-1.8, -1.4, -1.1], [1.3, 0.5, 0.1], [0.4, 0.3, -0.1], [0.9, -0.2, -1.3], [-0.6, -0.5, -1.2], [1.0, 0.7, 0.7], [1.1, -0.4, 0.8], [-0.6, 0.6, -0.5], [0.1, 0.2, 0.4], [0.1, -0.7, -0.8], [0.0, -0.3, 0.6], [0.6, 0.0, 0.5], [-0.1, 0.0, -0.6], [0.8, 1.0, -0.7], [0.0, -0.7, -1.5], [-0.2, 0.3, 0.6], [0.6, -0.2, -0.2], [0.1, 0.9, -0.3], [-0.4, -0.2, -0.7], [-0.7, -0.5, -0.6], [0.3, 0.2, 0.3], [-0.8, 0.1, 0.8], [-0.9, -0.4, -0.3], [-0.1, -0.3, -0.6], [-0.7, 0.1, -0.5]],
  "nbo_charge": [-0.64, 0.10, -0.74, -0.18, -0.61, 0.70, -0.66, -0.14, -0.84, -0.43, -0.04, -0.22, -0.27, 0.30, -0.68, -0.27, -0.18, 0.78, -0.60, -0.68, 0.21, 0.24, 0.22, 0.20, 0.48, 0.21, 0.46, 0.21, 0.36, 0.38, 0.25, 0.21, 0.21, 0.21, 0.49, 0.23, 0.22, 0.51],
  "relative_energy_kj_mol": 94.4,
  "e_tot_ev": -26991.246,
  "smiles": "C[C@@H](O)[C@H](NC(=O)[C@@H](N)Cc1ccc(O)cc1)C(=O)O",
  "gap_ev": 9.0,
  "homo_energy_ev": -8.54,
  "fmax_ev_per_a": 2.68
}